1.
The following is a quantum chemistry calculation of a gas-phase ion, C8H14NOS2 (charge +1), from the Open Molecules 2025 dataset.

Values from the calculation:
SMILES string   C[NH2+]CC[C@@](O)(S)c1cccs1
Net charge   +1
HOMO energy   -11.83 eV
LUMO level   -3.20 eV
ΔE to the lowest compared entry with this formula, charge and spin   0.0 kcal per mole
E   -33722.958 eV

Each line ends with the Löwdin charge.
CARTESIAN COORDINATES (ANGSTROEM)
S1 -2.43 1.49 -1.82  0.842
S2 -2.18 -0.71 1.83  1.069
O1 -1.23 1.71 0.62  -0.096
N1 2.48 0.91 -0.38  -0.014
C1 3.57 0.60 0.53  -0.013
C2 -1.70 -0.52 0.17  -0.541
C3 -2.30 -2.76 0.33  -0.188
C4 0.12 0.72 -1.01  -0.162
C5 -1.31 0.76 -0.41  -0.793
C6 -1.86 -1.69 -0.53  -0.102
C7 -2.47 -2.39 1.61  -0.421
C8 1.19 0.20 -0.05  -0.102
H1 0.15 -0.02 -1.84  0.133
H2 -2.80 -3.04 2.51  0.119
H3 3.09 0.65 1.58  0.141
H4 4.00 -0.32 0.37  0.076
H5 -2.48 -3.81 -0.05  0.134
H6 2.37 1.91 -0.47  0.175
H7 -2.28 2.56 -1.15  -0.177
H8 -2.08 2.15 0.74  0.103
H9 0.38 1.77 -1.25  0.127
H10 4.39 1.38 0.66  0.141
H11 1.25 -0.93 -0.11  0.171
H12 1.12 0.59 0.97  0.127
H13 -1.66 -1.91 -1.52  0.090
H14 2.66 0.68 -1.33  0.163



2.
The following is a quantum chemistry calculation of a molecular structure, C15H23BaCl3NO2P, from the Open Molecules 2025 dataset.

Values from the calculation:
HOMO energy   -5.60 eV
LUMO level   -0.89 eV
ΔE to the lowest compared entry with this formula, charge and spin   9.3 kcal per mole
E   -69059.423 eV

Each line ends with the Löwdin charge.
CARTESIAN COORDINATES (ANGSTROEM)
Ba1 -0.90 -1.61 1.43  1.755
Cl1 -1.23 -0.06 5.03  0.550
Cl2 1.44 -0.12 3.89  0.575
Cl3 0.62 2.19 5.48  0.635
P1 1.87 -0.63 0.39  0.677
O1 -1.05 0.71 2.24  -0.439
O2 -0.36 2.84 2.81  0.036
N1 -1.83 -1.39 -0.92  -0.407
C1 -1.78 -1.55 -2.43  -0.049
C2 -0.50 1.63 2.99  -0.745
C3 -2.15 1.18 -1.57  -0.140
C4 0.08 0.97 4.34  -1.457
C5 0.32 1.14 -1.05  -0.087
C6 -2.22 0.01 -0.49  -0.283
C7 -0.52 3.07 -2.18  -0.061
C8 1.93 -1.73 -1.09  -0.295
C9 -2.78 -2.44 -0.45  -0.243
C10 3.22 -1.33 1.39  -0.351
C11 2.68 0.88 -0.29  -0.300
C12 0.77 3.58 -2.25  -0.117
C13 -0.76 1.77 -1.64  -0.263
C14 1.84 2.88 -1.69  -0.067
C15 1.59 1.64 -1.04  -0.341
H1 -2.30 -2.49 -2.75  0.079
H2 -2.57 0.91 -2.57  0.098
H3 3.53 0.58 -0.94  0.091
H4 -1.52 0.39 0.28  -0.005
H5 -3.21 -2.99 -1.28  0.079
H6 2.99 -2.37 1.64  0.032
H7 2.86 3.25 -1.75  0.097
H8 -2.38 -0.76 -2.89  0.069
H9 -2.86 1.94 -1.22  0.118
H10 -0.36 -3.18 3.72  0.030
H11 3.30 -0.78 2.33  -0.026
H12 4.18 -1.28 0.85  0.040
H13 -2.33 -3.27 0.13  0.022
H14 -3.62 -1.99 0.11  0.089
H15 0.95 4.56 -2.71  0.093
H16 -0.43 -3.78 3.18  0.031
H17 1.26 -1.36 -1.88  0.020
H18 2.97 -1.79 -1.45  0.046
H19 -1.38 3.66 -2.52  0.095
H20 -3.25 0.02 -0.06  0.113
H21 -0.77 -1.59 -2.87  0.085
H22 3.08 1.47 0.57  0.096
H23 1.58 -2.74 -0.79  0.024



3.
The following is a quantum chemistry calculation of a molecular structure, C10H18MnN3O2S2, from the Open Molecules 2025 dataset.

Values from the calculation:
Net charge   +1
⟨S²⟩   0.798
HOMO energy (spin up / spin down)   -11.14 / -10.75 eV
LUMO level (spin up / spin down)   -2.57 / -2.57 eV
E   -72209.922 eV
2S+1   2

Each line ends with the Mulliken spin population.
CARTESIAN COORDINATES (ANGSTROEM)
Mn1 1.73 0.27 0.74  0.944
S1 3.74 -0.33 -0.56  -0.014
S2 0.46 2.01 -1.55  0.004
O1 1.56 2.00 -0.50  0.008
O2 1.90 0.07 2.51  0.044
N1 1.94 -2.17 -1.28  0.000
N2 1.07 -1.70 -0.30  -0.003
N3 4.01 -2.36 -2.20  0.001
C1 -2.24 0.54 1.06  0.000
C2 -3.16 -0.13 0.24  0.001
C3 -0.92 1.11 -0.85  0.005
C4 3.20 -1.69 -1.37  0.004
C5 -1.13 1.16 0.52  0.004
C6 -2.91 -0.18 -1.13  0.000
C7 -0.25 3.65 -1.45  0.000
C8 -1.80 0.44 -1.68  -0.004
C9 -4.40 -0.75 0.83  0.000
C10 2.20 -0.20 3.85  0.019
H1 -5.10 0.03 1.13  0.000
H2 -4.16 -1.33 1.72  0.000
H3 -3.61 -0.71 -1.77  0.000
H4 -1.61 0.39 -2.75  -0.001
H5 0.99 -2.37 0.46  -0.001
H6 -2.42 0.59 2.12  0.000
H7 -4.90 -1.40 0.12  0.000
H8 -1.09 3.70 -2.14  0.000
H9 3.74 -3.19 -2.69  0.000
H10 1.71 -3.04 -1.73  0.000
H11 0.15 -1.54 -0.71  0.000
H12 1.41 -0.78 4.32  0.000
H13 -0.58 3.84 -0.42  0.000
H14 -0.47 1.74 1.16  -0.002
H15 3.13 -0.75 3.95  -0.004
H16 2.31 0.74 4.41  -0.005
H17 4.95 -2.01 -2.32  -0.001
H18 0.53 4.35 -1.74  0.000



4.
The following is a quantum chemistry calculation of a molecular structure, C10H25NO3Ta, from the Open Molecules 2025 dataset.

Values from the calculation:
Net charge   -1
HOMO energy   -4.72 eV
LUMO level   3.09 eV
ΔE to the lowest compared entry with this formula, charge and spin   11.1 kcal per mole
E   -19953.216 eV

Each line ends with the Löwdin charge.
CARTESIAN COORDINATES (ANGSTROEM)
Ta1 0.10 1.34 -0.17  1.574
O1 3.90 -2.00 -0.34  -0.117
O2 -1.70 -1.24 -1.97  0.009
O3 2.80 1.60 1.58  -0.361
N1 -3.28 -1.67 -0.34  -0.201
C1 2.18 2.20 0.40  -0.425
C2 -2.09 0.73 -0.59  -0.328
C3 0.78 -0.79 0.38  -0.357
C4 -2.70 -2.25 0.90  -0.124
C5 2.99 -1.15 -1.09  -0.262
C6 2.11 1.96 2.79  -0.206
C7 0.71 1.14 -2.40  -0.355
C8 -4.50 -0.93 0.09  -0.137
C9 -2.31 -0.76 -1.01  -0.499
C10 1.50 -1.61 -0.78  -0.279
H1 1.57 -2.69 -0.43  0.104
H2 -2.41 -1.40 1.60  0.091
H3 2.06 3.32 0.64  0.042
H4 1.55 -0.69 1.22  0.042
H5 -0.06 -1.41 0.81  0.006
H6 0.20 2.00 -2.95  -0.023
H7 -2.44 1.37 -1.47  0.057
H8 -4.29 -0.42 1.09  0.078
H9 -0.42 3.11 -0.56  -0.140
H10 -2.73 1.05 0.29  0.020
H11 0.35 0.19 -2.88  -0.021
H12 -1.73 -2.80 0.65  0.090
H13 -0.43 1.72 1.59  -0.122
H14 1.83 1.31 -2.49  -0.026
H15 1.44 2.86 2.64  0.061
H16 3.14 -0.05 -0.90  0.088
H17 -4.83 -0.22 -0.71  0.094
H18 3.19 -1.39 -2.19  0.117
H19 -5.29 -1.72 0.32  0.087
H20 1.42 1.09 3.04  0.065
H21 2.82 2.20 3.64  0.082
H22 4.17 -1.55 0.47  0.077
H23 -3.43 -2.98 1.38  0.088
H24 0.95 -1.64 -1.76  0.070
H25 2.88 2.17 -0.50  0.041



5.
The following is a quantum chemistry calculation of a molecular structure, C18H28BrGaN7O2S, from the Open Molecules 2025 dataset.

Values from the calculation:
Net charge   -1
HOMO energy   -4.66 eV
LUMO level   1.72 eV
E   -166893.462 eV

Each line ends with the Löwdin charge.
CARTESIAN COORDINATES (ANGSTROEM)
Br1 2.45 3.74 -3.10  0.006
Ga1 2.42 1.92 -1.50  -0.163
S1 4.09 2.15 0.09  0.239
O1 -0.06 -0.37 -0.38  -0.143
O2 0.55 0.60 0.35  -0.273
N1 4.03 -2.03 -4.39  0.125
N2 0.23 -3.45 1.41  0.130
N3 8.88 1.29 -6.96  0.095
N4 -6.76 1.20 4.61  0.079
N5 -0.47 4.94 -0.60  0.142
N6 -4.86 -2.80 1.36  0.094
N7 -7.88 -3.75 4.27  0.126
C1 1.35 -2.50 3.67  -0.058
C2 -1.13 5.10 0.38  -0.227
C3 0.73 -3.03 2.41  -0.211
C4 -9.36 -3.39 6.50  -0.067
C5 4.14 -0.54 -1.83  -0.259
C6 5.23 -0.91 -1.16  -0.025
C7 5.14 -1.67 -4.64  -0.246
C8 2.74 0.06 -2.42  -0.278
C9 -1.97 5.29 1.61  -0.073
C10 -3.75 -2.44 1.10  -0.224
C11 6.84 3.06 -6.85  -0.068
C12 -2.35 -1.98 0.78  -0.096
C13 -7.27 -0.95 3.05  -0.096
C14 6.54 -1.22 -4.94  -0.069
C15 -6.99 0.25 3.92  -0.251
C16 -8.53 -3.59 5.25  -0.213
C17 7.97 2.08 -6.91  -0.250
C18 0.57 1.78 -0.55  -0.272
H1 -9.88 -2.43 6.45  0.077
H2 0.53 -1.18 -0.36  0.109
H3 -7.09 -1.87 3.61  0.011
H4 -1.73 -2.04 1.67  0.044
H5 6.53 -0.18 -5.28  0.055
H6 -2.37 -0.96 0.41  0.073
H7 -0.21 1.63 -1.41  0.081
H8 1.82 -1.53 3.48  0.084
H9 1.90 -0.70 -2.18  0.044
H10 2.85 0.18 -3.56  0.035
H11 0.30 2.76 -0.02  0.023
H12 -1.93 -2.63 0.00  0.070
H13 7.04 3.81 -6.07  0.081
H14 -2.71 4.50 1.69  0.076
H15 6.97 -1.84 -5.73  0.071
H16 7.17 -1.30 -4.05  0.073
H17 -8.71 -3.39 7.38  0.077
H18 -2.48 6.26 1.56  0.071
H19 -8.31 -0.93 2.72  0.075
H20 4.53 3.47 0.14  -0.242
H21 -1.33 5.28 2.50  0.075
H22 5.91 2.55 -6.61  0.079
H23 6.73 3.57 -7.81  0.074
H24 5.94 -1.16 -0.29  0.032
H25 2.11 -3.19 4.03  0.076
H26 -6.62 -0.93 2.17  0.051
H27 0.59 -2.37 4.44  0.076
H28 -10.09 -4.19 6.59  0.075



6.
The following is a quantum chemistry calculation of a gas-phase ion, C3H5N (charge +1), from the Open Molecules 2025 dataset.

Values from the calculation:
Net charge   +1
⟨S²⟩   0.764
HOMO energy (spin up / spin down)   -16.35 / -16.59 eV
LUMO level (spin up / spin down)   -6.33 / -8.94 eV
ΔE to the lowest compared entry with this formula, charge and spin   11.3 kcal per mole
E   -4671.151 eV
2S+1   2

Each line ends with the Mulliken spin population.
CARTESIAN COORDINATES (ANGSTROEM)
N1 -0.56 0.43 -0.09  0.076
C1 0.27 -1.73 0.41  0.398
C2 0.50 -0.37 0.17  0.262
C3 -0.31 1.64 -0.46  0.167
H1 0.60 2.22 -0.67  0.015
H2 1.52 -0.03 0.29  0.009
H3 -0.71 -2.18 0.26  0.028
H4 -1.14 2.36 -0.46  0.015
H5 0.98 -2.37 0.91  0.029



Question: Which value of E does entry 2 give?
Answer: -69059.423 eV